Below is a structure of composition C30H32AsF9N3OPPtSTe, with properties calculated with wB97M-V/def2-TZVPD.

Output
Frontier orbital gap (spin up / spin down): 6.17 / 5.55 eV
ΔE to the lowest compared entry with this formula, charge and spin: 97.4 kcal per mole
Highest occupied orbital energy (spin up / spin down): -6.12 / -6.57 eV
DFT total energy: -154104.879 eV
Spin multiplicity: 3

Structure (XYZ):
```
80
Properties=species:S:1:pos:R:3:lowdin_spin:R:1
Pt -0.19348 -1.46238 -1.50643 0.639
Te -0.65067 -3.31042 -3.29435 0.038
As -1.91614 -4.41196 -1.51266 0.006
S -1.42521 -2.32112 2.35195 0.002
P -0.24987 0.79095 1.44956 0.004
F -1.67030 2.52475 -5.37651 0.004
F -3.02526 0.96752 -4.73741 0.000
F -1.80893 7.09362 3.35866 0.000
F -1.17413 0.44240 -5.70192 0.007
F 6.06918 0.30369 3.84592 0.000
F -0.40377 6.53600 4.90393 0.000
F -2.48151 5.97231 5.08319 0.000
F 6.48128 0.56624 1.73929 0.000
F 6.02156 -1.39841 2.51378 0.000
O -0.84710 -2.55509 0.99394 0.023
N 1.08436 3.62409 -5.01167 0.081
N 1.61840 1.44616 -5.31674 0.060
N 1.39547 -0.04021 -2.54898 0.321
C -0.21263 1.06929 -0.36423 0.003
C -1.28938 0.37901 -1.09016 0.057
C 2.26540 -0.34609 1.07895 -0.001
C -1.17537 4.81635 3.48567 0.000
C -2.88229 -5.95140 -2.20442 0.000
C 2.19399 1.30528 2.82416 0.000
C 1.80813 0.15696 -4.98206 0.300
C -0.66069 4.84545 2.19705 0.000
C -0.72796 -5.26167 -0.24398 0.001
C 3.60473 -0.56491 1.33557 0.001
C -1.39573 3.60931 4.13511 0.000
C -1.09035 2.42814 3.48096 0.000
C -1.66592 0.60902 -2.46584 0.017
C 1.54954 0.60930 1.80571 0.001
C -1.47281 6.10116 4.20078 0.000
C -0.05606 -2.46438 3.54490 0.001
C 4.23678 0.14300 2.35316 0.000
C 0.97657 2.32216 -4.61951 0.124
C -2.12705 -3.95199 2.82102 0.001
C 3.53487 1.07476 3.09942 0.001
C 5.69353 -0.09386 2.61500 0.000
C -1.71383 1.29053 -4.79507 0.005
C -1.04714 1.28124 -3.45917 0.032
C 0.23407 2.07830 -3.32396 0.023
C 0.87848 1.63950 -0.91175 0.081
C 1.24750 1.39848 -2.33776 0.039
C -0.56062 2.44169 2.19022 0.000
C 1.69235 -0.48797 -3.74529 0.063
C -0.36443 3.65848 1.54648 0.001
C -3.38112 -3.38741 -0.76937 0.004
H -2.13161 0.09253 -0.46172 0.011
H 4.03243 1.62288 3.88771 0.000
H -1.25840 -5.62567 0.63340 0.000
H -2.54349 -3.86637 3.82376 0.000
H 1.89922 -1.55570 -3.76946 0.001
H -1.27577 1.47730 3.96786 0.000
H 0.43925 -1.50331 3.63927 0.000
H -0.26665 -6.09597 -0.77332 0.000
H -0.00571 3.05713 -2.90218 0.003
H 0.29867 4.22713 -4.82676 0.006
H 1.77254 -0.90274 0.28709 -0.001
H 0.01190 3.67114 0.53205 0.000
H 2.21660 1.88045 -2.52002 0.011
H -0.49996 5.79595 1.70637 0.000
H -3.99879 -4.00386 -0.11602 0.000
H 1.60927 2.13291 -0.28559 0.004
H 4.16743 -1.27440 0.74287 0.000
H -0.46466 -2.76672 4.50774 0.000
H -2.92008 -4.19150 2.11672 0.000
H 0.03530 -4.54578 0.04238 0.000
H 0.64890 -3.20344 3.16781 0.000
H -1.81532 3.59801 5.13174 0.000
H -3.97816 -3.05347 -1.61814 0.000
H -2.99500 -2.52198 -0.24205 0.004
H -1.35087 -4.71426 2.78925 0.000
H 1.65474 2.04621 3.40126 0.000
H -2.18882 -6.61456 -2.71867 0.000
H -2.61587 0.15933 -2.73008 0.000
H -3.36008 -6.49322 -1.38686 0.000
H 1.49500 3.73529 -5.92694 0.003
H -3.64309 -5.62439 -2.91139 0.000
H 2.11465 -0.45480 -5.82320 0.015
```